Entry 1:
Entry from the Open Molecules 2025 dataset: a structure of composition C16H22BrN5Ru (ωB97M-V with the def2-TZVPD basis set).

Last column: Mulliken charge in e.
CARTESIAN COORDINATES (ANGSTROEM)
Ru: 0.045999 -0.140514 -0.192776  0.0739
C: -1.379485 1.903540 -1.634788  -0.9393
C: -2.075172 1.736597 -0.304480  -0.3656
N: -2.057795 0.265891 0.000079  -0.0869
C: -2.432406 -0.020964 1.414519  -0.7557
C: -1.274814 0.403022 2.286403  0.6279
C: -1.362658 0.699421 3.620449  -1.0224
C: -0.192163 1.008112 4.322358  -0.2649
C: 1.034055 1.046752 3.666858  -0.9622
C: 1.080781 0.774471 2.317673  0.7287
C: 2.329573 0.897621 1.489056  -1.0550
N: 2.135065 0.391788 0.084986  0.1727
C: 2.365512 1.432536 -0.966320  -0.9586
C: 1.093316 2.238729 -1.151721  -0.3942
N: -0.002752 1.274116 -1.546005  -0.0385
N: -0.058953 0.437415 1.647198  0.4991
H: -1.286044 2.944334 -1.947105  0.4299
H: -1.923932 1.377401 -2.420936  0.4246
H: -3.094863 2.124541 -0.329008  0.5410
H: -1.548792 2.263290 0.492155  0.3209
H: -2.727609 -0.179300 -0.622405  0.3550
H: -2.601591 -1.095529 1.516895  0.3979
H: -3.356049 0.486104 1.700023  0.5105
H: -2.320920 0.686564 4.124919  0.5446
H: -0.243238 1.224730 5.383697  0.5048
H: 1.938658 1.303369 4.204716  0.5418
H: 3.162305 0.370925 1.956076  0.6106
H: 2.615600 1.952182 1.449981  0.4328
H: 2.810620 -0.351055 -0.063362  0.3202
H: 2.605909 0.899883 -1.889867  0.4003
H: 3.215660 2.078185 -0.741251  0.4502
H: 1.233474 2.983546 -1.939244  0.5413
H: 0.756986 2.767959 -0.257924  0.3120
H: 0.225312 0.925081 -2.483029  0.4127
Br: 0.189387 -6.000434 -3.416875  0.2168
C: 0.144474 -4.372831 -2.609788  0.3595
C: -1.089963 -3.721448 -2.388847  -0.7372
C: -1.066828 -2.491844 -1.762041  -0.2001
N: 0.076171 -1.887689 -1.357089  -0.0204
C: 1.252144 -2.524558 -1.571354  -0.0844
C: 1.343778 -3.754653 -2.193093  -0.7390
H: -2.029517 -4.158031 -2.704471  0.5023
H: -1.989455 -1.961055 -1.586610  0.4575
H: 2.149541 -2.023513 -1.242118  0.4281
H: 2.310699 -4.214668 -2.355554  0.5069

Atomic forces in eV per Å
Ru 0.16 -1.65 -0.65
C -0.21 0.02 -0.23
C 0.03 -0.09 -0.16
N 0.17 -0.06 0.04
C 0.22 0.00 0.05
C -0.47 -0.20 0.09
C -0.08 -0.03 -0.20
C -0.01 -0.01 0.10
C 0.10 0.02 -0.21
C 0.61 0.00 0.16
C -0.06 0.04 -0.01
N -0.18 -0.25 -0.11
C -0.09 -0.02 -0.09
C 0.38 0.10 -0.12
N -0.37 1.11 -0.25
N -0.23 -0.33 -0.33
H 0.05 0.04 0.08
H 0.01 0.01 -0.03
H -0.03 -0.03 -0.07
H -0.01 0.04 0.04
H -0.08 -0.13 0.04
H -0.03 -0.02 0.03
H 0.00 0.05 -0.01
H -0.03 -0.01 -0.02
H 0.00 0.00 0.03
H 0.03 0.02 -0.02
H -0.02 -0.04 0.06
H 0.04 0.01 0.02
H 0.11 -0.02 0.06
H 0.03 0.08 -0.04
H 0.00 -0.01 0.12
H -0.16 -0.02 -0.05
H 0.10 -0.01 0.08
H 0.16 -0.28 0.06
Br -0.01 0.11 0.08
C 0.01 -0.65 -0.31
C 0.13 1.12 0.50
C -1.04 -1.17 -0.44
N -0.15 2.40 1.50
C 1.07 -1.27 -0.23
C -0.17 1.17 0.50
H 0.03 0.02 -0.03
H -0.05 -0.05 0.01
H 0.04 -0.04 0.01
H -0.02 0.02 -0.03

Calculated values
Relative energy (zero: lowest compared OMol25 entry of this formula, charge and spin)   0.0 kcal/mol
Multiplicity   1
HOMO level (spin up / spin down)   -0.7977 / -0.7970 Ha
LUMO (spin up / spin down)   -0.6355 / -0.6357 Ha
Largest force on an atom   0.0551 Eh/bohr
Orbital gap (spin up / spin down)   4.414 / 4.388 eV
Total charge   +4



Entry 2:
Entry from the Open Molecules 2025 dataset: a cluster of 6 separate species, C16H22Cl4F2O12 in total (ωB97M-V with the def2-TZVPD basis set).

Last column: Mulliken charge in e.
CARTESIAN COORDINATES (ANGSTROEM)
C: 2.013615 1.168625 8.029985  -1.2787
C: 2.874235 0.028445 7.403715  0.3895
C: 2.715735 -0.148615 5.892795  -0.4817
O: 3.758675 0.565965 5.417215  -0.3078
C: 4.678875 0.851515 6.346915  0.6104
O: 5.717905 1.506825 6.147885  -0.5783
O: 4.286265 0.361745 7.519305  -0.3515
H: 2.477765 2.145545 8.165205  0.3639
H: 1.833385 0.895825 9.069795  0.3439
H: 1.110065 1.383255 7.459345  0.3116
H: 2.589825 -0.945385 7.802295  0.3554
H: 1.755525 0.077105 5.428965  0.3242
H: 2.891695 -1.209905 5.717275  0.2976
C: -1.130485 -2.494305 -5.411445  -1.4052
C: -2.467285 -3.237905 -5.154825  0.4490
C: -2.713495 -4.301475 -6.233275  -0.4330
O: -3.565465 -5.173455 -5.488545  -0.3193
C: -3.383505 -4.960095 -4.120265  0.6340
O: -3.881335 -5.684815 -3.177935  -0.5839
O: -2.411545 -4.025635 -3.978565  -0.3017
H: -1.089265 -1.680785 -4.687165  0.3286
H: -0.946075 -2.146125 -6.427745  0.3733
H: -0.266025 -3.120935 -5.192015  0.3801
H: -3.282695 -2.515165 -5.125575  0.2801
H: -1.831205 -4.851055 -6.561335  0.3014
H: -3.306175 -3.907435 -7.058845  0.2960
C: 5.609985 3.978175 -5.429765  -0.2528
Cl: 4.803125 3.046075 -4.065735  -0.1222
Cl: 7.395865 3.603935 -5.608505  -0.1613
H: 5.240705 3.596145 -6.381495  0.2453
H: 5.542345 5.064375 -5.369125  0.2932
C: 2.760565 -0.717305 -0.943465  -0.1523
Cl: 2.299905 -2.184125 -0.181785  -0.1583
Cl: 3.656955 0.266865 0.169075  -0.1333
H: 3.322185 -1.030715 -1.823495  0.2700
H: 1.799615 -0.242255 -1.140925  0.1750
C: -1.365815 3.570405 -0.316325  -0.2823
C: -0.686505 4.899185 -0.472935  0.3162
O: -0.835745 5.152245 -1.879015  -0.3017
C: -1.976255 4.560725 -2.344215  0.6892
O: -2.313495 4.603885 -3.558085  -0.5377
O: -2.302435 3.652525 -1.363265  -0.3088
F: 0.619695 4.890505 -0.110995  -0.2634
H: -1.922865 3.595705 0.620245  0.2124
H: -0.812285 2.634525 -0.392705  0.2506
H: -1.155415 5.672105 0.136025  0.2243
C: -3.061575 -2.274705 1.808555  -0.4540
C: -4.009805 -1.732635 2.828575  0.3773
O: -4.732325 -0.769915 2.108135  -0.3376
C: -4.573285 -1.007255 0.771445  0.6848
O: -5.145505 -0.504305 -0.184755  -0.5323
O: -3.652985 -1.974285 0.645325  -0.2966
F: -3.038125 -1.156765 3.559475  -0.2941
H: -3.239215 -3.344415 1.919295  0.2553
H: -2.014005 -1.979345 1.867315  0.2796
H: -4.642305 -2.451095 3.349965  0.3175

Atomic forces in eV per Å
C 0.53 -0.34 0.49
C -1.34 1.24 -0.16
C -0.73 -1.91 1.44
O 1.86 1.99 -2.44
C 3.23 2.30 -0.73
O -3.46 -2.39 0.59
O -0.78 -0.74 0.67
H 0.69 -0.15 -0.59
H -0.64 -0.13 -0.10
H -0.18 -0.48 0.22
H 0.66 0.25 0.79
H 0.13 0.57 0.23
H 0.03 -0.23 -0.42
C -0.20 -0.28 1.24
C 2.30 0.47 -2.38
C -1.04 0.59 0.98
O -0.81 -0.59 1.88
C -0.98 -4.34 2.66
O 2.36 4.08 -5.07
O -1.17 0.08 0.73
H 0.19 0.29 -0.31
H -0.66 0.16 0.01
H -0.18 -0.36 0.14
H -0.17 -0.16 0.22
H 0.08 0.16 0.04
H 0.28 -0.10 -0.11
C 0.86 -1.10 -0.29
Cl 0.80 1.10 -1.17
Cl -0.91 0.20 0.51
H -0.45 0.17 0.45
H -0.31 -0.37 0.52
C -0.68 0.13 -0.51
Cl -0.48 -1.85 0.84
Cl 0.61 0.66 0.12
H 0.03 0.73 0.06
H 0.51 0.33 -0.51
C -0.88 0.43 0.59
C 0.60 -0.03 -0.33
O -0.01 1.34 0.36
C 1.79 -1.89 -3.57
O 0.47 0.07 5.87
O -2.34 -0.07 -1.94
F 0.05 -0.08 -0.54
H 0.01 -0.36 0.02
H 0.47 0.37 -0.14
H -0.16 0.21 -0.32
C -0.99 -3.93 0.52
C 1.92 0.86 -1.37
O -1.04 0.35 0.16
C -0.87 0.68 -2.53
O 1.24 -0.91 3.13
O -0.78 1.08 -3.86
F -0.45 1.74 3.47
H 1.29 -0.52 -0.13
H -0.31 0.14 0.21
H 0.01 0.51 0.38

Calculated values
Relative energy (zero: lowest compared OMol25 entry of this formula, charge and spin)   62.8 kcal/mol
Multiplicity   1
HOMO level   -0.3981 Ha
LUMO   -0.0054 Ha
SMILES string   O=C1OC[C@@H](F)O1.O=C1OC[C@@H](F)O1.C[C@H]1COC(=O)O1.C[C@H]1COC(=O)O1.ClCCl.ClCCl
Largest force on an atom   0.1347 Eh/bohr
Orbital gap   10.684 eV



Entry 3:
Entry from the Open Molecules 2025 dataset: an isolated molecule of C16H22ClNO2 (ωB97M-V with the def2-TZVPD basis set).

Last column: Mulliken charge in e.
CARTESIAN COORDINATES (ANGSTROEM)
C: -0.917989 -0.121943 3.267106  -1.0180
C: -1.494025 -1.496562 2.950126  -0.2745
C: -2.680075 -1.444940 1.986161  -0.6757
C: -2.297173 -1.062455 0.552674  -0.6635
O: -1.869253 0.268989 0.362513  -0.1659
C: -2.889615 1.244595 0.445044  -0.4852
C: -2.308872 2.621086 0.127315  -0.6802
H: -3.065517 3.373435 0.352556  0.3876
H: -1.444835 2.793455 0.770607  0.2739
C: -1.882246 2.761353 -1.335623  -0.9306
N: -0.766503 1.900277 -1.639078  -0.1021
C: 0.448471 2.378915 -1.987781  0.4159
O: 0.648022 3.547302 -2.272692  -0.6805
C: 1.534332 1.369286 -2.054271  -0.3753
C: 1.602692 0.267210 -1.303079  0.7305
C: 2.685312 -0.705028 -1.321293  0.1263
C: 3.609277 -0.769524 -2.368303  -0.5192
C: 4.626746 -1.701577 -2.380184  -0.8229
C: 4.752202 -2.607416 -1.338987  -0.3658
C: 3.850219 -2.575764 -0.291059  -0.5944
C: 2.830890 -1.638960 -0.287854  0.7524
Cl: 1.740700 -1.645001 1.056138  -0.1805
H: 3.932895 -3.275609 0.526235  0.4188
H: 5.546085 -3.338299 -1.341475  0.3770
H: 5.323622 -1.725286 -3.204188  0.3783
H: 3.512291 -0.079004 -3.190954  0.2960
H: 0.820928 0.059454 -0.583548  -0.2734
H: 2.340720 1.656000 -2.713824  0.3332
H: -0.855914 0.953936 -1.299283  0.1739
H: -2.724856 2.513354 -1.992315  0.3153
H: -1.561607 3.785337 -1.544025  0.4753
H: -3.694549 0.996290 -0.265677  0.3756
H: -3.320928 1.261641 1.455003  0.3068
H: -1.450876 -1.676500 0.230321  0.3175
H: -3.151240 -1.266029 -0.113169  0.3437
H: -3.140545 -2.434272 1.936604  0.3942
H: -3.431920 -0.751231 2.367530  0.2939
H: -1.823683 -1.969483 3.878814  0.3485
H: -0.713154 -2.126038 2.518448  0.1598
H: -1.672693 0.511981 3.729188  0.3752
H: -0.566265 0.361786 2.360671  0.0686
H: -0.081070 -0.214759 3.955609  0.3697

Atomic forces in eV per Å
C 0.10 -0.20 -0.02
C -0.21 0.18 -0.01
C 0.37 0.11 -0.16
C -0.30 -0.42 0.06
O 0.21 0.21 -0.07
C -0.17 0.34 0.19
C -0.05 -0.42 -0.26
H -0.03 0.02 0.05
H 0.00 0.08 0.07
C -0.07 0.28 0.18
N -0.12 -0.27 0.10
C -0.30 -0.10 -0.11
O 0.21 0.16 -0.04
C 0.32 -0.25 0.22
C -0.33 0.52 -0.16
C 0.33 -0.38 0.07
C -0.07 -0.03 0.12
C 0.06 0.03 -0.04
C -0.06 0.02 0.05
C 0.05 -0.06 -0.01
C 0.18 0.10 -0.32
Cl -0.18 -0.01 0.24
H -0.02 -0.03 0.07
H 0.06 -0.07 0.00
H 0.05 0.00 -0.07
H -0.02 0.06 -0.10
H -0.12 0.07 0.00
H 0.07 0.02 -0.06
H 0.14 0.07 -0.10
H 0.03 0.11 0.04
H -0.11 -0.15 -0.04
H 0.03 0.01 0.07
H 0.00 -0.05 -0.10
H -0.10 -0.04 -0.01
H 0.12 0.01 0.01
H -0.10 0.02 -0.04
H -0.12 -0.04 0.02
H 0.07 -0.07 -0.02
H 0.00 -0.12 0.03
H -0.06 0.11 0.05
H 0.06 0.11 -0.01
H 0.07 0.08 0.10

Calculated values
Relative energy (zero: lowest compared OMol25 entry of this formula, charge and spin)   22.3 kcal/mol
Multiplicity   1
HOMO level   -0.3251 Ha
LUMO   0.0049 Ha
SMILES string   CCCCOCCCNC(=O)/C=C/c1ccccc1Cl
Largest force on an atom   0.0124 Eh/bohr
Orbital gap   8.979 eV